# 1
109
Properties=species:S:1:pos:R:3 method="wB97M-V/def2-TZVPD" energy_ha=-4004.4608 gap_ev=6.7 e_above_lowest_kj_mol=0.0 charge=+4
Ru 1.6419 -0.5190 0.3920
N 0.4520 0.0866 1.5830
S 0.1513 1.7112 1.4577
N -0.0987 2.2374 0.0016
S -1.2859 1.9873 -1.0301
N -0.8571 1.2269 -2.3135
S -0.1507 -0.2312 -2.4024
N 0.6869 -0.5688 -1.2174
C 0.7819 -0.1448 -3.8822
C 2.1643 -0.0389 -3.7869
C 2.9011 0.0499 -4.9562
C 2.2541 0.0378 -6.1862
C 0.8695 -0.0671 -6.2607
C 0.1162 -0.1656 -5.1037
C -1.4438 -1.3908 -2.7018
C -2.7090 -0.9899 -3.1131
C -3.6559 -1.9673 -3.3814
C -3.3290 -3.3105 -3.2439
C -2.0545 -3.6933 -2.8364
C -1.0969 -2.7316 -2.5620
C -1.7040 3.5727 -1.6333
C -1.3873 4.7012 -0.8850
C -1.7814 5.9389 -1.3649
C -2.4821 6.0323 -2.5613
C -2.7875 4.8918 -3.2975
C -2.4004 3.6453 -2.8396
C -2.6963 1.2998 -0.2300
C -2.6415 -0.0267 0.1970
C -3.7795 -0.5814 0.7527
C -4.9434 0.1737 0.8705
C -4.9779 1.4922 0.4409
C -3.8489 2.0708 -0.1207
C -1.1501 1.9740 2.5967
C -1.7109 0.9125 3.3026
C -2.7043 1.2031 4.2242
C -3.1136 2.5149 4.4294
C -2.5350 3.5625 3.7164
C -1.5398 3.3000 2.7953
C 1.5307 2.6656 1.9839
C 1.8336 2.6302 3.3437
C 2.9458 3.3295 3.7813
C 3.7216 4.0446 2.8743
C 3.4001 4.0644 1.5212
C 2.2960 3.3672 1.0549
H 2.6490 -0.0193 -2.8197
H 3.9782 0.1318 -4.9119
H 2.8339 0.1074 -7.0967
H 0.3767 -0.0803 -7.2229
H -0.9596 -0.2666 -5.1607
H -2.9522 0.0577 -3.2254
H -4.6460 -1.6807 -3.7084
H -4.0697 -4.0665 -3.4680
H -1.8076 -4.7432 -2.7520
H -0.0916 -3.0110 -2.2629
H -0.8172 4.6214 0.0266
H -1.5331 6.8333 -0.8105
H -2.7859 7.0034 -2.9289
H -3.3229 4.9752 -4.2331
H -2.6212 2.7558 -3.4115
H -1.7402 -0.6179 0.0987
H -3.7590 -1.6073 1.0918
H -5.8324 -0.2717 1.2971
H -5.8850 2.0732 0.5357
H -3.8702 3.0970 -0.4606
H -1.3843 -0.1044 3.1309
H -3.1558 0.4007 4.7916
H -3.8831 2.7293 5.1590
H -2.8503 4.5814 3.8940
H -1.0617 4.1122 2.2649
H 1.2074 2.0954 4.0471
H 3.1939 3.3358 4.8338
H 4.5758 4.6062 3.2291
H 3.9978 4.6423 0.8291
H 2.0170 3.3989 0.0117
N 2.7569 -2.4433 2.4049
P 1.5130 -2.5524 1.2511
C 1.9535 -3.7171 -0.0110
C 2.6493 -3.2406 -1.1239
C 3.0928 -4.1249 -2.0914
C 2.8388 -5.4854 -1.9459
C 2.1536 -5.9659 -0.8354
C 1.7086 -5.0866 0.1397
C 0.0607 -3.0453 2.1367
C -0.0702 -2.7928 3.5046
C -1.2132 -3.2097 4.1689
C -2.2234 -3.8635 3.4726
C -2.1035 -4.0944 2.1057
C -0.9673 -3.6808 1.4303
C 3.7603 -1.5360 2.1685
C 4.9917 -1.5791 2.8186
C 5.9293 -0.6158 2.5269
C 5.6398 0.3972 1.6004
C 4.4135 0.3980 1.0076
N 3.4761 -0.5543 1.2774
H 2.9831 -3.2311 3.0009
H 2.8452 -2.1705 -1.2342
H 3.6353 -3.7640 -2.9549
H 3.1861 -6.1777 -2.7015
H 1.9745 -7.0270 -0.7273
H 1.1823 -5.4633 1.0081
H 0.7209 -2.2980 4.0534
H -1.3036 -3.0522 5.2352
H -3.1014 -4.2110 4.0011
H -2.8861 -4.6212 1.5753
H -0.8642 -3.8829 0.3707
H 5.2024 -2.3665 3.5294
H 6.8948 -0.6456 3.0158
H 6.3640 1.1593 1.3533
H 4.1238 1.1574 0.2912

# 2
113
Properties=species:S:1:pos:R:3 method="wB97M-V/def2-TZVPD" energy_ha=-10015.9487 gap_ev=6.3 e_above_lowest_kj_mol=0.0 charge=+1
Zr 0.5692 -0.3038 -0.9789
C 0.5770 3.0504 3.1779
C 0.3898 2.4934 1.7594
Ge 1.3127 0.7712 1.6537
C 3.1886 1.2908 1.6827
C 4.1616 0.2301 2.1953
C 0.9905 -0.0994 3.3232
C 0.5404 -1.3534 3.3395
Ge 0.5235 -2.0517 1.5210
C -0.8648 -3.3696 1.2265
C -2.2428 -3.1028 1.8239
C 2.2551 -2.9010 1.2756
C 2.3224 -4.2747 1.9504
C 0.2782 -2.1026 4.6271
C 0.4105 -1.4608 5.8644
C 0.1783 -2.1294 7.0547
C -0.2024 -3.4673 7.0451
C -0.3446 -4.1208 5.8340
C -0.1063 -3.4402 4.6442
H 0.2293 4.0868 3.2129
H 1.6135 3.0498 3.5184
H -0.0066 2.4823 3.9038
H 0.8320 3.1423 1.0003
H -0.6672 2.4256 1.5412
H 3.1699 2.1583 2.3472
H 3.5076 1.6635 0.7103
H 3.8749 -0.1469 3.1798
H 5.1727 0.6361 2.2816
H 4.2138 -0.6271 1.5246
H 1.2497 0.4264 4.2447
H -0.3865 -4.2329 1.6949
H -0.9369 -3.6260 0.1691
H -2.1865 -2.7800 2.8659
H -2.8553 -4.0084 1.7967
H -2.7770 -2.3335 1.2691
H 2.9875 -2.2217 1.7071
H 2.4725 -2.9670 0.2116
H 2.1168 -4.2364 3.0203
H 3.3295 -4.6820 1.8357
H 1.6386 -4.9965 1.5007
H 0.6967 -0.4174 5.9066
H 0.2957 -1.6062 7.9955
H -0.3890 -3.9904 7.9742
H -0.6398 -5.1620 5.8062
H -0.2212 -3.9801 3.7179
Cl 5.2570 -1.9030 -0.7495
C 4.7961 -0.3606 -1.3591
C 5.7806 0.4485 -1.9877
C 5.4524 1.6596 -2.5027
Cl 6.6666 2.6311 -3.2590
C 4.1083 2.1292 -2.4509
C 3.6485 3.3386 -3.0067
C 2.3142 3.6315 -2.9512
C 1.4439 2.7368 -2.3176
N 1.8417 1.6330 -1.7249
C 3.1663 1.3124 -1.8196
C 3.5134 0.0746 -1.2463
O 2.5265 -0.5638 -0.5934
H 6.7979 0.0869 -2.0488
H 4.3479 4.0078 -3.4906
H 1.9136 4.5274 -3.4060
H 0.3818 2.9097 -2.3420
C -2.5268 6.1152 0.3277
C -3.4016 5.0929 0.6502
C -3.1144 3.7773 0.2949
C -1.9486 3.4671 -0.4000
C -1.0668 4.5080 -0.7075
C -1.3521 5.8165 -0.3541
P -1.6084 1.7140 -0.8710
C -2.9512 0.8898 0.0521
C -2.7327 0.6373 1.4081
C -3.7678 0.1882 2.2187
C -5.0203 -0.0478 1.6715
C -5.2347 0.1629 0.3132
C -4.2098 0.6406 -0.4912
C -2.0321 1.6667 -2.6482
C -3.0618 2.4265 -3.1397
C -3.3298 2.4815 -4.5253
C -2.5178 1.8161 -5.3955
C -1.4148 1.0566 -4.9299
C -0.5231 0.4338 -5.8492
C 0.5553 -0.2622 -5.4024
C 0.7736 -0.4063 -4.0067
C -0.0602 0.1633 -3.0784
C -1.1726 0.9415 -3.5434
H -2.7518 7.1360 0.6088
H -4.3177 5.3060 1.1860
H -3.8198 3.0046 0.5704
H -0.1352 4.3222 -1.2125
H -0.6513 6.6024 -0.6052
H -1.7613 0.8094 1.8532
H -3.5869 0.0084 3.2714
H -5.8273 -0.4043 2.2991
H -6.2089 -0.0301 -0.1180
H -4.3904 0.8105 -1.5463
H -3.6761 3.0113 -2.4625
H -4.1601 3.0730 -4.8885
H -2.6946 1.8758 -6.4638
H -0.7112 0.5391 -6.9116
H 1.2423 -0.7199 -6.1045
H 1.6387 -0.9888 -3.6963
Cl -2.8147 -5.8834 -4.3246
C -1.7486 -4.8214 -3.5055
C -2.2585 -3.7065 -2.8471
Cl -3.9431 -3.3632 -2.8104
C -1.3699 -2.8629 -2.2074
Cl -1.9197 -1.5045 -1.2734
C -0.0086 -3.0842 -2.1881
O 0.7771 -2.2433 -1.5099
C 0.5000 -4.2015 -2.8332
Cl 2.2006 -4.4624 -2.7955
C -0.3701 -5.0681 -3.4909
Cl 0.2570 -6.4486 -4.2879